Arrangement 1

A 4-piece molecular cluster, C4H4Cl12 overall. Source: the OMol25 dataset; level of theory: the ωB97M-V functional and the def2-TZVPD basis.

The geometry in ORCA input format:
```
! wB97M-V def2-TZVPD RIJCOSX def2/J DEFGRID3
* xyz 0 1
C -0.968 0.669 0.291
Cl 0.258 -0.624 0.260
Cl -0.210 2.241 0.520
Cl -2.163 0.345 1.518
H -1.428 0.663 -0.687
C -4.785 1.553 -3.629
Cl -4.068 0.852 -5.087
Cl -5.415 3.162 -3.950
Cl -3.612 1.582 -2.321
H -5.601 0.899 -3.357
C 3.477 -1.877 -0.179
Cl 4.659 -0.962 0.754
Cl 2.741 -3.151 0.788
Cl 4.205 -2.535 -1.645
H 2.704 -1.193 -0.500
C 2.047 -0.353 3.346
Cl 1.939 1.409 3.390
Cl 0.598 -1.097 4.011
Cl 3.492 -0.933 4.168
H 2.132 -0.649 2.310
*
```

Its SMILES is ClC(Cl)Cl.ClC(Cl)Cl.ClC(Cl)Cl.ClC(Cl)Cl. For the HOMO energy, the calculation gives -10.963 eV. The HOMO-LUMO gap comes out at 11.387 eV. Its LUMO energy is 0.42 eV.

Arrangement 2

A 4-piece molecular cluster, C4H4Cl12 overall. Source: the OMol25 dataset; level of theory: the ωB97M-V functional and the def2-TZVPD basis.

The geometry in ORCA input format:
```
! wB97M-V def2-TZVPD RIJCOSX def2/J DEFGRID3
* xyz 0 1
C 2.864 13.515 -4.114
Cl 1.886 14.080 -5.496
Cl 2.781 11.778 -4.045
Cl 2.306 14.353 -2.621
H 3.882 13.745 -4.429
C 3.640 12.331 -9.924
Cl 2.938 10.777 -10.251
Cl 2.562 13.318 -9.031
Cl 4.020 13.140 -11.445
H 4.562 12.281 -9.344
C 8.788 8.054 -6.990
Cl 10.088 9.100 -7.665
Cl 8.868 8.075 -5.256
Cl 8.901 6.357 -7.636
H 7.829 8.453 -7.321
C 7.067 12.703 -7.005
Cl 6.958 11.102 -6.217
Cl 5.582 13.729 -6.680
Cl 7.302 12.544 -8.755
H 7.860 13.271 -6.518
*
```

Its SMILES is ClC(Cl)Cl.ClC(Cl)Cl.ClC(Cl)Cl.ClC(Cl)Cl. For the HOMO energy, the calculation gives -10.965 eV. The HOMO-LUMO gap comes out at 11.042 eV. Its LUMO energy is 0.08 eV.

Computed energies relative to the best structure, in kJ/mol: arrangement 1 0.0; arrangement 2 29.0